[1]
{
  "formula": "C8H9NO2",
  "method": "wB97M-V/def2-TZVPD",
  "homo_lumo_gap_ev": 9.11,
  "energy_ha": -515.326156,
  "total_charge": 0,
  "spin_multiplicity": 1,
  "e_above_lowest_kcal_mol": 95.8,
  "homo_energy_ha": -0.3161,
  "max_force_ev_per_a": 4.83,
  "species": ["C", "C", "C", "C", "C", "C", "C", "C", "N", "O", "O", "H", "H", "H", "H", "H", "H", "H", "H", "H"],
  "coordinates": [[1.7931, 0.4118, -1.2573], [0.7542, 1.3851, -1.0945], [1.7109, -0.8132, -0.7444], [-0.3310, 1.0167, -0.4528], [-2.0605, 1.2124, 1.2270], [0.5472, -1.2668, 0.0187], [-1.7191, -0.2571, 1.0679], [-0.6846, -0.3693, -0.1221], [-1.8280, 1.9826, 0.0859], [-2.4250, 1.7112, 2.2167], [-1.6669, 3.3421, 0.3237], [2.5884, 0.7259, -1.9083], [1.0623, 2.3822, -1.4204], [2.5398, -1.5588, -0.7810], [0.2940, -2.2174, -0.3312], [0.9166, -1.3182, 1.0358], [-1.3204, -0.7628, 1.9119], [-2.7148, -0.5787, 0.7362], [-1.4060, -0.7069, -0.9728], [-1.6467, 3.4203, 1.3358]]
}

[2]
{
  "formula": "C3H5NO2",
  "method": "wB97M-V/def2-TZVPD",
  "homo_lumo_gap_ev": 10.50,
  "energy_ha": -322.468927,
  "total_charge": 0,
  "spin_multiplicity": 1,
  "e_above_lowest_kcal_mol": 66.1,
  "homo_energy_ha": -0.3532,
  "max_force_ev_per_a": 1.28,
  "species": ["H", "N", "C", "O", "C", "C", "O", "H", "H", "H", "H"],
  "coordinates": [[-0.6005, -1.4501, -1.8129], [-0.5269, -0.8770, -0.9995], [-1.5092, -0.1601, -0.6814], [-1.2552, 0.6831, 0.3380], [0.1268, 0.5004, 0.8317], [1.5883, 0.1375, 0.2503], [2.0431, -0.3667, -0.7391], [-2.5203, -0.1336, -1.1315], [0.0468, -0.2472, 1.6323], [0.2965, 1.4922, 1.2374], [2.3106, 0.4214, 1.0747]]
}

[3]
{
  "formula": "C4H11N3O",
  "method": "wB97M-V/def2-TZVPD",
  "homo_lumo_gap_ev": 10.15,
  "energy_ha": -398.493991,
  "total_charge": 0,
  "spin_multiplicity": 1,
  "e_above_lowest_kcal_mol": 37.8,
  "homo_energy_ha": -0.3370,
  "max_force_ev_per_a": 2.87,
  "species": ["C", "C", "C", "N", "N", "C", "O", "H", "H", "H", "H", "H", "H", "H", "H", "N", "H", "H", "H"],
  "coordinates": [[-2.1244, -0.1232, -0.4834], [-0.6321, 0.0759, -0.7624], [0.0331, -1.2580, -1.1415], [1.4433, -1.0662, -1.4447], [0.0195, 0.6655, 0.3759], [0.1640, 0.1950, 1.5068], [0.1128, -0.4810, 2.4644], [-2.5848, 0.8240, -0.2091], [-2.6333, -0.5216, -1.3613], [-2.2601, -0.8260, 0.3384], [-0.5051, 0.7829, -1.5896], [-0.5403, -1.7024, -1.9730], [-0.0363, -1.9361, -0.2869], [1.5565, -0.4823, -2.2675], [1.8934, -1.9547, -1.6300], [1.4141, 1.8215, 2.1294], [1.3064, 2.1406, 1.1017], [1.0595, 2.4228, 2.8629], [2.3137, 1.4234, 2.3699]]
}

[4]
{
  "formula": "C3H5OS",
  "method": "wB97M-V/def2-TZVPD",
  "homo_lumo_gap_ev": 6.71,
  "energy_ha": -590.753299,
  "total_charge": -1,
  "spin_multiplicity": 1,
  "e_above_lowest_kcal_mol": 11.9,
  "homo_energy_ha": -0.0942,
  "max_force_ev_per_a": 1.94,
  "species": ["O", "C", "C", "C", "S", "H", "H", "H", "H", "H"],
  "coordinates": [[-0.4168, 1.1702, 2.3356], [-0.2795, 0.5007, 1.3258], [-0.0755, 1.0319, -0.0177], [-0.5537, -0.0274, -1.0896], [0.6810, -1.3651, -1.1561], [-0.3145, -0.6150, 1.4465], [-0.5555, 2.0075, -0.1048], [1.0218, 1.0201, -0.1803], [-1.5216, -0.4673, -0.8895], [-0.4337, 0.4810, -2.0349]]
}

[5]
{
  "formula": "CH4NO2",
  "method": "wB97M-V/def2-TZVPD",
  "homo_lumo_gap_ev": [6.20, 6.20],
  "energy_ha": -245.612474,
  "total_charge": -1,
  "spin_multiplicity": 1,
  "e_above_lowest_kcal_mol": 116.2,
  "homo_energy_ha": [-0.0587, -0.0587],
  "max_force_ev_per_a": 3.75,
  "species": ["C", "N", "O", "O", "H", "H", "H", "H"],
  "coordinates": [[-0.4017, -0.3347, 1.1996], [-0.3389, 0.1384, -1.3488], [1.0931, 0.2570, -1.2803], [0.7887, -0.0975, 1.4309], [-0.7610, -1.4838, 0.9359], [-1.1510, 0.3755, 0.8735], [-0.6184, 1.1372, -1.4536], [1.3892, 0.0080, -0.3572]]
}